{"formula": "C2HFIN", "method": "ωB97M-V/def2-TZVPD", "symbols": ["I", "F", "N", "C", "C", "H"], "positions_angstrom": [[0.753, -2.227, 1.254], [1.734, 0.431, 0.568], [0.707, -0.910, -3.117], [0.640, -0.778, -1.988], [0.671, -0.327, 0.425], [-0.268, 0.204, 0.467]], "forces_ev_per_angstrom": [[0.0, 0.5, -0.2], [-0.8, -0.6, -0.2], [0.1, -0.3, -2.1], [-0.1, 1.0, 4.9], [0.9, -0.6, -2.1], [-0.1, 0.1, -0.3]], "mulliken_charge": [0.278, -0.106, -0.298, -0.146, -0.108, 0.380], "total_energy_ev": -14393.982, "gap_ev": 8.4, "lumo_ha": -0.0758, "molar_mass_g_mol": 184.94, "multiplicity": 1}

{"formula": "C47H37As2N4NiO2", "method": "ωB97M-V/def2-TZVPD", "symbols": ["As", "As", "Ni", "O", "O", "N", "N", "N", "N", "C", "C", "C", "C", "C", "C", "C", "C", "C", "C", "C", "C", "C", "C", "C", "C", "C", "C", "C", "C", "C", "C", "C", "C", "C", "C", "C", "C", "C", "C", "C", "C", "C", "C", "C", "C", "C", "C", "C", "C", "C", "C", "C", "C", "C", "C", "C", "H", "H", "H", "H", "H", "H", "H", "H", "H", "H", "H", "H", "H", "H", "H", "H", "H", "H", "H", "H", "H", "H", "H", "H", "H", "H", "H", "H", "H", "H", "H", "H", "H", "H", "H", "H", "H"], "positions_angstrom": [[-1.839, 2.838, -0.710], [-1.230, -0.635, -0.339], [1.363, 0.018, -0.318], [1.955, -2.687, 2.535], [1.372, -1.642, -1.795], [1.664, 0.842, 1.601], [1.437, -1.906, 0.425], [3.518, -0.122, -0.119], [2.242, 2.754, -1.285], [2.435, -6.077, -1.349], [0.755, 1.343, 2.413], [-3.379, -0.543, 1.665], [-2.329, 5.277, 0.671], [-2.889, 4.417, -0.273], [-1.754, 4.364, -3.243], [1.913, -3.840, -0.781], [-0.714, 3.588, -5.273], [2.636, -6.367, -0.005], [-1.399, 4.569, -4.571], [-1.432, 3.173, -2.599], [5.172, -0.232, 1.630], [-1.604, -2.782, -2.265], [-3.117, -1.216, 3.962], [6.102, -0.707, 0.687], [1.684, 1.754, -1.163], [-0.730, 2.196, -3.312], [-2.028, -0.780, 1.430], [-2.747, 0.115, -1.382], [4.552, 0.414, 3.878], [-1.477, -3.528, 0.014], [-2.992, 6.435, 1.055], [2.225, 1.223, 4.288], [-3.918, -0.751, 2.928], [1.534, -2.404, -0.822], [2.115, -4.128, 0.565], [-1.232, -1.260, 2.471], [0.994, 1.541, 3.778], [4.404, -0.566, -0.986], [5.720, -0.872, -0.620], [3.881, 0.050, 1.170], [2.480, -5.388, 0.979], [5.486, -0.038, 3.016], [-4.799, 5.878, -0.431], [3.225, 0.727, 3.432], [-1.774, -1.478, 3.729], [-1.752, -4.095, -2.687], [-4.229, 6.735, 0.501], [-3.264, 1.519, -1.033], [-1.762, -5.128, -1.760], [-4.132, 4.724, -0.817], [2.070, -4.794, -1.761], [-1.622, -4.842, -0.410], [-0.380, 2.399, -4.640], [2.890, 0.547, 2.087], [1.850, -2.860, 1.341], [-1.470, -2.486, -0.910], [0.203, 1.925, 4.407], [-1.860, -4.312, -3.743], [-1.665, 5.498, -5.060], [6.412, -1.238, -1.365], [-2.284, 5.140, -2.707], [-3.879, 1.890, -1.851], [0.159, 1.626, -5.175], [2.600, 3.677, -1.437], [-1.367, 5.031, 1.105], [-4.030, -0.205, 0.870], [-3.546, -1.386, 4.942], [-4.970, -0.561, 3.099], [-3.887, 1.483, -0.140], [2.921, -7.371, 0.285], [7.112, -0.942, 1.001], [-4.750, 7.636, 0.798], [-0.435, 3.752, -6.306], [6.491, -0.260, 3.354], [-1.626, -5.643, 0.320], [-2.549, 7.096, 1.789], [-0.435, 1.269, -2.835], [-1.571, -1.989, -3.002], [-3.547, -0.616, -1.270], [-4.585, 4.064, -1.548], [-1.877, -6.153, -2.089], [2.561, -6.858, -2.088], [4.062, -0.702, -2.006], [-5.766, 6.112, -0.859], [2.445, 1.357, 5.341], [1.901, -4.559, -2.804], [-0.191, -1.500, 2.290], [-1.374, -3.318, 1.071], [2.637, -5.607, 2.028], [-1.145, -1.863, 4.523], [-2.440, 0.084, -2.425], [-0.199, 1.603, 1.973], [4.790, 0.556, 4.924]], "forces_ev_per_angstrom": [[0.1, 0.0, -0.1], [-0.4, 0.3, 0.0], [-0.1, -0.9, 0.5], [0.0, 0.0, -0.1], [0.3, 0.1, 0.0], [-0.1, 0.0, -0.2], [0.1, 0.0, -0.1], [-0.2, 0.1, 0.0], [-0.2, 0.3, -0.2], [0.0, 0.0, 0.0], [0.0, 0.0, 0.0], [0.0, 0.0, 0.0], [-0.1, 0.0, -0.1], [0.1, 0.0, 0.1], [0.0, 0.0, 0.0], [0.0, 0.0, 0.0], [0.0, 0.0, 0.0], [0.0, 0.0, 0.1], [0.0, 0.0, 0.0], [0.2, 0.0, 0.0], [-0.1, 0.0, 0.0], [0.1, 0.0, 0.0], [0.0, 0.0, 0.0], [0.0, 0.0, 0.0], [0.2, 0.5, -0.1], [0.0, 0.1, 0.0], [0.0, -0.1, 0.0], [0.0, 0.2, 0.2], [0.1, 0.0, 0.0], [0.0, 0.1, 0.0], [0.0, 0.0, 0.0], [0.0, 0.0, 0.0], [0.0, 0.0, 0.0], [0.1, -0.2, -0.1], [0.0, 0.1, 0.0], [0.0, 0.1, 0.0], [0.0, 0.0, 0.1], [0.0, 0.0, 0.0], [0.0, 0.0, 0.0], [0.1, 0.0, 0.0], [0.0, 0.0, 0.1], [0.0, 0.0, 0.0], [0.0, 0.0, 0.0], [0.0, 0.0, 0.0], [0.0, 0.0, 0.0], [0.0, 0.0, 0.0], [0.0, 0.0, 0.0], [0.1, -0.2, 0.0], [0.0, 0.0, 0.0], [0.0, -0.1, 0.0], [-0.1, 0.0, -0.1], [0.0, 0.0, 0.0], [0.0, 0.0, 0.0], [0.0, 0.0, 0.1], [-0.2, -0.1, 0.1], [0.0, -0.1, 0.0], [0.0, 0.0, 0.0], [0.0, 0.0, 0.0], [0.0, 0.0, 0.0], [0.0, 0.0, 0.0], [0.0, 0.0, 0.0], [-0.1, 0.0, 0.0], [0.0, 0.0, 0.0], [0.0, 0.0, 0.0], [0.0, 0.0, 0.0], [0.0, -0.1, 0.0], [0.0, 0.0, 0.0], [0.0, 0.0, 0.0], [0.1, 0.1, 0.0], [0.0, 0.0, 0.0], [0.0, 0.0, 0.0], [0.0, 0.0, 0.0], [0.0, 0.0, 0.0], [0.0, 0.0, 0.0], [0.0, 0.0, 0.0], [0.0, 0.0, 0.0], [0.0, -0.1, 0.1], [0.0, 0.0, 0.0], [-0.1, -0.1, -0.1], [0.0, 0.0, 0.0], [0.0, 0.0, 0.0], [0.0, 0.0, 0.0], [0.0, 0.0, 0.0], [0.0, 0.0, 0.0], [0.0, 0.0, 0.0], [0.0, 0.0, 0.0], [0.0, 0.1, 0.1], [0.0, 0.0, 0.0], [0.0, 0.0, 0.0], [0.0, 0.0, 0.0], [0.1, 0.0, -0.1], [-0.1, -0.1, 0.0], [0.0, 0.0, 0.0]], "mulliken_charge": [0.779, 1.969, -0.125, -0.689, -0.786, 0.706, 1.081, 0.419, -0.324, -0.688, -0.304, -0.969, -0.638, 0.007, -0.627, -0.048, -0.570, -0.619, -0.682, 0.146, 0.915, -0.381, -0.744, -0.661, 0.661, 0.247, 0.744, -1.854, -0.936, -0.279, -0.644, -0.864, -0.869, 0.805, 0.078, 0.373, -1.230, -0.318, -1.036, -0.040, -0.602, -1.022, -0.702, 1.109, -0.989, -0.794, -0.451, -1.249, -0.628, 0.096, -0.326, -0.737, -0.995, 0.135, -0.409, 0.268, 0.542, 0.435, 0.415, 0.433, 0.423, 0.700, 0.481, 0.279, 0.352, 0.329, 0.414, 0.446, 0.666, 0.443, 0.466, 0.385, 0.381, 0.440, 0.471, 0.388, 0.367, 0.355, 0.610, 0.319, 0.419, 0.462, 0.528, 0.405, 0.449, 0.529, -0.213, 0.312, 0.549, 0.522, 0.703, 0.653, 0.432], "total_energy_ev": -222111.992, "gap_ev": [7.6, 7.8], "lumo_ha": [-0.1045, -0.1034], "charge": 1, "molar_mass_g_mol": 898.38, "multiplicity": 3}

Q: What is the formula in the second record?
A: C47H37As2N4NiO2